58
Properties=species:S:1:pos:R:3:forces:R:3 method="wB97M-V/def2-TZVPD" molar_mass_g_mol=369.5 de_lowest_ev=1.6922 energy_ev=-31882.664 homo_ev=-7.8 lumo_energy_ev=0.78 gap_ev=8.570
C -4.4544 -2.0938 -2.1108 0.00 0.00 0.00
C -3.1600 -1.3683 -1.9681 0.00 0.00 0.00
C -1.8923 -1.8551 -1.8206 0.00 0.00 0.00
C -1.0034 -0.7392 -1.7651 0.00 0.00 0.00
C 0.4737 -0.7202 -1.6673 0.00 0.00 0.01
O 1.1460 -0.0078 -2.4031 0.00 0.00 0.00
N 1.0627 -1.5336 -0.7271 0.00 0.00 0.00
C 2.5101 -1.5135 -0.6233 0.00 0.00 0.00
C 3.0201 -0.7898 0.6447 0.00 -0.01 0.00
N 2.0761 0.1923 1.1665 0.03 0.05 0.07
C 1.8130 1.3442 0.4756 -0.02 -0.13 -0.11
O 0.7609 1.9586 0.5772 0.00 0.00 0.00
C 2.8748 1.8974 -0.4054 -0.03 0.18 0.08
C 4.1722 2.1807 -0.2590 0.03 -0.10 -0.03
C 4.2585 2.9729 -1.5437 0.00 0.00 0.00
C 2.7335 2.6673 -1.6995 0.00 0.00 0.00
C 1.0828 -0.3381 2.1169 0.00 0.00 0.00
C 0.6511 0.6720 3.1774 0.00 0.00 0.00
C -0.2340 -0.0117 4.2157 0.00 0.00 0.00
C -1.4524 -0.6451 3.5502 0.00 0.00 0.00
C -1.0274 -1.6383 2.4738 0.00 0.00 0.00
C -0.1133 -1.0001 1.4285 0.00 0.00 0.00
C 0.3256 -2.0607 0.4173 0.00 0.00 0.00
C -1.7668 0.3993 -1.8859 0.00 0.00 0.00
C -1.3768 1.8362 -1.8920 0.00 0.00 0.00
N -3.0764 0.0073 -1.9878 0.00 0.00 0.00
C -4.1898 0.9131 -2.1660 0.00 0.00 0.00
H -4.2659 -3.1657 -2.0966 0.00 0.00 0.00
H -5.1468 -1.8691 -1.2956 0.00 0.00 0.00
H -4.9588 -1.8561 -3.0503 0.00 0.00 0.00
H -1.6287 -2.9006 -1.8044 0.00 0.00 0.00
H 2.8896 -2.5397 -0.6253 0.00 0.00 0.00
H 2.8797 -1.0082 -1.5112 0.00 0.00 0.00
H 3.1968 -1.5079 1.4452 0.00 0.00 0.00
H 3.9752 -0.3212 0.4233 0.00 0.00 0.00
H 4.8952 1.9637 0.5180 0.00 0.00 0.00
H 4.4986 4.0301 -1.4220 0.00 0.00 0.00
H 4.8989 2.5500 -2.3189 0.00 0.00 0.00
H 2.4521 2.0664 -2.5618 0.00 0.00 0.00
H 2.0889 3.5436 -1.6304 0.00 0.00 0.00
H 1.6168 -1.1334 2.6535 0.00 0.00 0.00
H 1.5426 1.0986 3.6442 0.00 0.00 0.00
H 0.1053 1.4889 2.7089 0.00 0.00 0.00
H 0.3356 -0.7884 4.7398 0.00 0.00 0.00
H -0.5457 0.7126 4.9709 0.00 0.00 0.00
H -2.0809 -1.1415 4.2930 0.00 0.00 0.00
H -2.0605 0.1424 3.0926 0.00 0.00 0.00
H -0.4982 -2.4765 2.9470 0.00 0.00 0.00
H -1.9025 -2.0629 1.9739 0.00 0.00 0.00
H -0.6705 -0.2252 0.8924 0.00 0.00 0.00
H -0.5508 -2.6080 0.0797 0.00 0.00 0.00
H 0.9777 -2.7905 0.9093 0.00 0.00 0.00
H -0.2963 1.9209 -1.8377 0.00 0.00 0.00
H -1.7173 2.3330 -2.8041 0.00 0.00 0.00
H -1.7939 2.3708 -1.0350 0.00 0.00 0.00
H -4.0504 1.7996 -1.5507 0.00 0.00 0.00
H -4.2890 1.2239 -3.2083 0.00 0.00 0.00
H -5.1110 0.4244 -1.8590 0.00 0.00 0.00